No. 1
This record from OMol25 describes a cluster of 2 separate species, C2H8N2O in total. The level of theory is ωB97M-V with the def2-TZVPD basis set.

The calculation puts the HOMO-LUMO gap at 10.429 eV. Its SMILES is [H]/N=C/N.CO. The total energy is -265.7228 Eh. The value obtained for the energy relative to the best compared isomer or geometry (same formula, charge and spin) is 37.85 kcal/mol. The largest force on an atom comes out at 0.92 eV Å⁻¹. The HOMO energy comes out at -9.541 eV. For the lowest unoccupied orbital energy, the calculation gives 0.89 eV.

ORCA input file:
```
! wB97M-V def2-TZVPD RIJCOSX def2/J DEFGRID3
* xyz 0 1
O -1.163 -0.749 3.209
N 0.970 -0.337 -2.301
N 1.645 1.493 -1.062
C -1.241 -0.626 1.792
C 0.719 0.838 -1.640
H -0.317 1.159 -1.761
H 0.338 -0.568 -3.032
H -1.101 -1.581 1.286
H -0.461 0.050 1.435
H 1.204 2.208 -0.489
H 1.941 -0.558 -2.474
H -0.283 -1.044 3.445
H -2.252 -0.285 1.589
*
```

Löwdin atomic charge list, values in e, 8 entries:
1. O -0.13
2. N 0.06
3. N 0.05
4. C -0.16
5. C -0.41
6. H 0.11
7. H 0.07
8. H 0.07


No. 2
This record from OMol25 describes a cluster of 2 separate species, C2H8N2O in total in a non-equilibrium geometry. The level of theory is ωB97M-V with the def2-TZVPD basis set.

The calculation puts the HOMO-LUMO gap at 8.488 eV. Its SMILES is N/C=C/N.O. The total energy is -265.7163 Eh. The value obtained for the energy relative to the best compared isomer or geometry (same formula, charge and spin) is 41.93 kcal/mol. The largest force on an atom comes out at 1.09 eV Å⁻¹. The HOMO energy comes out at -7.498 eV. For the lowest unoccupied orbital energy, the calculation gives 0.99 eV.

ORCA input file:
```
! wB97M-V def2-TZVPD RIJCOSX def2/J DEFGRID3
* xyz 0 1
O 1.464 -2.903 0.708
N 0.887 0.404 -1.416
N -1.868 1.266 1.004
C -0.301 0.532 -0.662
C -0.660 1.394 0.274
H 1.623 1.057 -1.207
H 0.618 0.237 -2.370
H -1.033 -0.191 -1.022
H -0.092 2.297 0.429
H -1.974 0.337 1.386
H 2.422 -2.958 0.587
H 1.266 -2.345 -0.064
H -1.872 1.894 1.794
*
```

Löwdin atomic charge list, values in e, 8 entries:
1. O -0.07
2. N 0.02
3. N 0.01
4. C -0.25
5. C -0.23
6. H 0.07
7. H 0.07
8. H 0.11


No. 3
This record from OMol25 describes a cluster of 2 separate species, C2H8N2O in total in a non-equilibrium geometry. The level of theory is ωB97M-V with the def2-TZVPD basis set.

The calculation puts the HOMO-LUMO gap at 10.160 eV. Its SMILES is C=O.NCN. The total energy is -265.6643 Eh. The value obtained for the energy relative to the best compared isomer or geometry (same formula, charge and spin) is 74.60 kcal/mol. The largest force on an atom comes out at 5.35 eV Å⁻¹. The HOMO energy comes out at -9.489 eV. For the lowest unoccupied orbital energy, the calculation gives 0.67 eV.

ORCA input file:
```
! wB97M-V def2-TZVPD RIJCOSX def2/J DEFGRID3
* xyz 0 1
O 1.417 -2.246 -0.775
N 0.812 1.479 0.234
N -1.767 1.064 0.462
C 0.264 -2.310 -0.670
C -0.488 1.786 0.848
H -0.596 -1.952 -0.058
H -1.464 0.175 0.287
H 1.181 0.529 0.255
H -0.512 1.722 1.914
H -1.850 1.444 -0.464
H 0.747 1.640 -0.825
H -0.097 -3.095 -1.337
H -0.723 2.852 0.492
*
```

Löwdin atomic charge list, values in e, 8 entries:
1. O 0.04
2. N -0.02
3. N 0.00
4. C -0.19
5. C -0.34
6. H 0.08
7. H -0.03
8. H 0.04


No. 4
This record from OMol25 describes a cluster of 2 separate species, C2H8N2O in total in a non-equilibrium geometry. The level of theory is ωB97M-V with the def2-TZVPD basis set.

The calculation puts the HOMO-LUMO gap (spin up / spin down) at 8.755 / 5.290 eV. The total energy is -265.3097 Eh. The value obtained for the energy relative to the best compared isomer or geometry (same formula, charge and spin) is 101.50 kcal/mol. The largest force on an atom comes out at 3.22 eV Å⁻¹. The HOMO energy (spin up / spin down) comes out at -14.644 / -13.982 eV. For the lowest unoccupied orbital energy (spin up / spin down), the calculation gives -5.89 / -8.69 eV.

ORCA input file:
```
! wB97M-V def2-TZVPD RIJCOSX def2/J DEFGRID3
* xyz 1 2
O -0.205 1.686 -0.872
N -1.023 -1.355 1.860
N 0.307 -0.744 -0.037
C 0.812 1.610 -1.848
C 0.121 -1.463 1.086
H 0.708 -2.371 1.264
H -1.482 -0.463 1.693
H -0.866 -1.493 2.857
H 0.407 1.864 -2.832
H -0.153 0.822 -0.379
H 1.626 2.313 -1.593
H 1.243 0.606 -1.877
H -0.575 -1.415 -0.227
*
```

Löwdin atomic charge list, values in e, 8 entries:
1. O -0.08
2. N 0.19
3. N 0.21
4. C -0.13
5. C -0.13
6. H 0.18
7. H 0.14
8. H 0.15


No. 5
This record from OMol25 describes a cluster of 2 separate species, C2H8N2O2 in total. The level of theory is ωB97M-V with the def2-TZVPD basis set.

The calculation puts the HOMO-LUMO gap at 10.706 eV. Its SMILES is NC(=O)O.CN. The total energy is -341.0192 Eh. The value obtained for the energy relative to the best compared isomer or geometry (same formula, charge and spin) is 7.07 kcal/mol. The largest force on an atom comes out at 0.76 eV Å⁻¹. The HOMO energy comes out at -9.927 eV. For the lowest unoccupied orbital energy, the calculation gives 0.78 eV.

ORCA input file:
```
! wB97M-V def2-TZVPD RIJCOSX def2/J DEFGRID3
* xyz 0 1
O 0.003 -0.476 -1.261
O -0.749 1.450 -2.214
N 1.464 0.947 -2.222
N -0.831 0.077 1.277
C -0.364 -1.104 2.010
C 0.146 0.704 -1.920
H -1.844 0.151 1.251
H 2.123 0.211 -2.056
H -0.989 -1.967 1.784
H 0.637 -1.406 1.702
H -0.388 -0.913 3.085
H -0.587 0.922 1.772
H -0.239 -0.251 -0.301
H 1.617 1.656 -2.906
*
```

Löwdin atomic charge list, values in e, 8 entries:
1. O 0.01
2. O 0.07
3. N 0.16
4. N -0.06
5. C -0.15
6. C -0.68
7. H 0.09
8. H 0.09


No. 6
This record from OMol25 describes a cluster of 2 separate species, C2H8N2O2 in total in a non-equilibrium geometry. The level of theory is ωB97M-V with the def2-TZVPD basis set.

The calculation puts the HOMO-LUMO gap at 10.137 eV. Its SMILES is NCC(N)=O.O. The total energy is -340.9983 Eh. The value obtained for the energy relative to the best compared isomer or geometry (same formula, charge and spin) is 20.19 kcal/mol. The largest force on an atom comes out at 2.50 eV Å⁻¹. The HOMO energy comes out at -9.410 eV. For the lowest unoccupied orbital energy, the calculation gives 0.73 eV.

ORCA input file:
```
! wB97M-V def2-TZVPD RIJCOSX def2/J DEFGRID3
* xyz 0 1
O 2.377 0.427 1.940
O -4.174 -3.200 -3.017
N 0.369 -0.622 1.364
N 1.869 2.587 0.381
C 1.341 0.347 1.308
C 0.958 1.495 0.367
H 2.796 2.198 0.611
H -0.247 -0.870 0.615
H 0.489 -1.299 2.095
H 1.778 3.213 1.236
H -0.044 1.776 0.727
H -4.938 -3.649 -3.398
H 0.847 1.032 -0.648
H -3.421 -3.435 -3.581
*
```

Löwdin atomic charge list, values in e, 8 entries:
1. O 0.05
2. O -0.07
3. N 0.15
4. N -0.02
5. C -0.53
6. C -0.26
7. H 0.07
8. H 0.10


No. 7
This record from OMol25 describes a cluster of 2 separate species, C2H8N2O2S2 in total in a non-equilibrium geometry. The level of theory is ωB97M-V with the def2-TZVPD basis set.

The calculation puts the HOMO-LUMO gap at 8.902 eV. The total energy is -1137.3038 Eh. The value obtained for the energy relative to the best compared isomer or geometry (same formula, charge and spin) is 12.37 kcal/mol. The largest force on an atom comes out at 5.38 eV Å⁻¹. The HOMO energy comes out at -8.617 eV. For the lowest unoccupied orbital energy, the calculation gives 0.29 eV.

ORCA input file:
```
! wB97M-V def2-TZVPD RIJCOSX def2/J DEFGRID3
* xyz 0 1
S -0.897 -0.355 -1.786
S 1.219 0.275 -0.001
O 1.186 -1.029 0.614
O 2.476 1.053 0.561
N -1.506 -1.394 0.528
N 1.988 -0.062 -1.567
C -1.369 -0.227 -0.185
C -1.862 0.970 0.640
H 2.013 0.804 -2.217
H 1.697 -0.887 -1.946
H -1.000 1.077 1.323
H -0.816 -2.099 0.334
H 3.161 0.438 0.635
H -1.439 -1.206 1.520
H -2.141 2.052 0.328
H -2.711 0.590 1.219
*
```

Löwdin atomic charge list, values in e, 8 entries:
1. S 0.65
2. S 0.73
3. O -0.44
4. O -0.25
5. N 0.04
6. N -0.18
7. C -0.95
8. C -0.10


No. 8
This record from OMol25 describes a structure of composition C2H8N2O3 in a non-equilibrium geometry. The level of theory is ωB97M-V with the def2-TZVPD basis set.

The calculation puts the HOMO-LUMO gap at 9.525 eV. The total energy is -416.1711 Eh. The value obtained for the energy relative to the best compared isomer or geometry (same formula, charge and spin) is 54.82 kcal/mol. The largest force on an atom comes out at 3.65 eV Å⁻¹. The HOMO energy comes out at -8.792 eV. For the lowest unoccupied orbital energy, the calculation gives 0.73 eV.

ORCA input file:
```
! wB97M-V def2-TZVPD RIJCOSX def2/J DEFGRID3
* xyz 0 1
O 1.756 -0.389 0.960
O 1.023 1.775 1.393
O -0.203 -1.796 -0.528
N -0.422 0.262 0.469
N -1.988 -0.470 -1.170
C -0.677 -0.512 -0.684
C 0.963 0.691 0.522
H 0.255 0.094 -1.519
H -2.190 -1.224 -1.811
H 1.153 0.734 -0.756
H -1.046 1.055 0.541
H -2.679 -0.013 -0.589
H 0.651 -1.734 -0.061
H 1.486 -0.608 1.866
H 1.916 2.134 1.366
*
```

Löwdin atomic charge list, values in e, 8 entries:
1. O -0.01
2. O 0.04
3. O 0.01
4. N 0.04
5. N 0.10
6. C -0.59
7. C -0.51
8. H 0.15